Entry from the Open Molecules 2025 dataset: C44H28Cl2CsF3N6O3Se as an isolated structure (wB97M-V/def2-TZVPD).

Molar mass, g/mol: 1028.512
Net charge: -2
Energy relative to the best compared isomer or geometry (same formula, charge and spin), kcal/mol: 4.7
LUMO level, eV: 2.78
E_tot, hartree: -5889.49147

Last column: Mulliken charge in e.
Cartesian coordinates (Å):
Cs (-1.0888, 0.4126, -2.2622)  1.230
C (-3.7170, -9.2305, 8.9463)  -0.837
O (-2.4800, -8.6208, 8.6429)  -0.471
C (-2.4647, -7.7079, 7.6267)  1.033
C (-3.5799, -7.3378, 6.8896)  -0.606
C (-3.4470, -6.3968, 5.8723)  -0.774
C (-2.2228, -5.8180, 5.5761)  0.302
C (-1.1107, -6.2028, 6.3315)  -0.517
C (-1.2273, -7.1320, 7.3410)  -0.571
C (-2.0499, -4.8318, 4.5045)  0.221
N (-0.9111, -4.2635, 4.1899)  -0.792
C (-1.2034, -3.4277, 3.1353)  0.233
C (-2.5352, -3.4947, 2.8191)  0.213
N (-3.0718, -4.3997, 3.7028)  -0.129
C (-3.1344, -2.7409, 1.7645)  0.690
C (-4.4956, -2.7777, 1.4352)  -0.264
C (-4.9549, -2.0053, 0.4041)  -1.048
C (-4.0318, -1.2126, -0.2912)  -0.386
N (-2.7512, -1.1682, -0.0028)  -0.149
C (-2.2823, -1.9140, 1.0106)  -0.032
C (-0.8496, -1.8367, 1.3145)  -0.758
N (-0.0740, -1.0405, 0.5548)  -0.233
C (1.2112, -0.9583, 0.8373)  -0.224
C (1.8227, -1.6591, 1.8865)  -0.955
C (1.0489, -2.4817, 2.6652)  -0.480
C (-0.3186, -2.5804, 2.3855)  1.113
H (-3.5252, -9.9182, 9.7657)  0.241
H (-4.1078, -9.7889, 8.0913)  0.335
H (-4.4601, -8.4928, 9.2616)  0.331
H (-4.5515, -7.7661, 7.0851)  0.370
H (-4.3347, -6.1296, 5.3117)  0.247
H (-0.1547, -5.7526, 6.1006)  0.500
H (-0.3680, -7.4330, 7.9258)  0.408
H (-4.0267, -4.7073, 3.7256)  0.177
H (-5.1755, -3.4210, 1.9827)  0.290
H (-5.9893, -2.0213, 0.0931)  0.602
H (-4.3682, -0.5956, -1.1166)  0.349
H (1.7835, -0.3142, 0.1765)  0.541
H (2.8847, -1.5479, 2.0597)  0.404
H (1.4616, -3.0518, 3.4880)  0.522
F (1.1440, 8.9570, 2.2276)  -0.283
C (1.6950, 8.2283, 1.2263)  0.915
F (1.9470, 9.1254, 0.2377)  -0.268
F (2.9027, 7.8255, 1.6705)  -0.283
C (0.8266, 7.1034, 0.7887)  0.229
C (1.3695, 5.8705, 0.4376)  -0.333
C (0.5495, 4.8505, -0.0055)  -0.506
C (-0.8427, 5.0230, -0.1283)  0.512
C (-1.3641, 6.2800, 0.2314)  -0.825
C (-0.5468, 7.2988, 0.6798)  -0.569
C (-1.6707, 3.9667, -0.5910)  -0.017
C (-2.3053, 3.0036, -1.0390)  -1.393
H (2.4370, 5.7075, 0.5152)  0.418
H (0.9678, 3.8889, -0.2707)  0.568
H (-2.4319, 6.4339, 0.1498)  0.413
H (-0.9761, 8.2557, 0.9522)  0.355
Cl (2.3767, 0.8395, -6.4735)  -0.182
C (2.3130, 2.4482, -7.1013)  1.049
C (2.0571, 2.6267, -8.4502)  -0.681
C (1.9528, 3.9104, -8.9615)  -0.309
C (2.0954, 5.0054, -8.1283)  -0.609
C (2.3506, 4.8053, -6.7797)  0.835
Cl (2.5447, 6.1927, -5.7603)  -0.216
C (2.4718, 3.5294, -6.2251)  -1.606
N (2.7118, 3.3598, -4.8512)  0.539
C (3.9536, 2.9205, -4.4038)  0.631
C (5.0826, 2.9461, -5.2234)  -0.504
C (6.3127, 2.5107, -4.7512)  -0.656
C (6.4385, 2.0478, -3.4523)  -0.761
C (5.3183, 2.0550, -2.6272)  -0.523
C (4.0795, 2.4949, -3.0670)  0.484
C (2.9075, 2.5743, -2.1218)  -1.275
C (1.7636, 1.5916, -2.4456)  0.942
O (1.7295, 0.5092, -1.8261)  -0.804
O (0.9169, 1.9637, -3.3065)  -1.102
H (1.9277, 1.7592, -9.0822)  0.413
H (1.7459, 4.0558, -10.0140)  0.348
H (2.0095, 6.0149, -8.5052)  0.406
H (1.9041, 2.9902, -4.3210)  0.113
H (4.9925, 3.2991, -6.2441)  0.396
H (7.1715, 2.5293, -5.4121)  0.352
H (7.3923, 1.6981, -3.0779)  0.363
H (5.4027, 1.7175, -1.6003)  0.388
H (2.4944, 3.5870, -2.1563)  0.482
H (3.2505, 2.3706, -1.1077)  0.375
Se (-5.8140, -4.1141, -2.1893)  -0.445
C (-5.4626, -4.8968, -3.8101)  0.129
N (-5.2416, -5.3936, -4.8363)  -0.630